1.
DFT (ωB97M-V/def2-TZVPD) results for a structure of composition C9H12 at a distorted geometry.

Atoms and positions in Å:
H -0.952 2.087 -0.301
C 1.800 -0.018 -0.616
H 2.031 -1.165 1.248
H 2.324 -2.106 -0.205
H 0.917 0.101 2.038
C 0.286 0.575 1.304
C -0.317 1.289 -0.720
C -0.403 -0.084 0.075
C -2.902 -0.371 -0.308
C -1.787 -0.657 0.362
H -2.871 0.382 -1.095
H -1.685 -1.513 1.052
H -3.782 -0.761 0.163
C 0.618 -0.970 -0.568
H -0.425 1.291 1.754
H 2.367 0.189 -1.555
H 1.733 2.045 0.306
C 1.883 -1.262 0.178
C 1.083 1.232 0.120
H 0.333 -1.555 -1.430
H -0.252 1.269 -1.802

Summary:
ΔE to the lowest compared entry with this formula, charge and spin   63.9 kcal per mole
F_max   3.35 eV/Å
E_HOMO   -9.238 eV
LUMO level   1.066 eV



2.
DFT (ωB97M-V/def2-TZVPD) results for a structure of composition C9H12AsBrNO3ReS at a distorted geometry.

Atoms and positions in Å:
C 6.519 3.815 7.962
H 3.905 4.126 6.763
H 6.082 5.056 5.120
N 5.522 6.348 12.538
C 5.995 4.514 13.866
C 5.481 5.072 12.648
C 7.138 6.570 14.241
C 4.747 4.262 11.744
H 7.818 7.269 14.536
H 3.287 5.766 7.087
H 7.591 3.904 8.074
H 3.535 4.703 8.466
As 5.674 5.464 7.576
H 7.350 6.006 5.948
O 4.256 4.930 10.517
S 6.309 6.927 9.080
C 6.264 5.839 5.844
H 6.139 3.410 8.865
C 6.889 5.342 14.630
O 3.176 8.256 10.422
C 3.901 4.972 7.465
Re 4.417 6.863 10.534
Br 6.498 8.780 12.840
C 6.436 7.031 13.080
H 5.809 6.717 5.434
H 7.284 4.937 15.433
O 4.458 3.081 11.895
H 6.268 3.086 7.208
H 5.486 3.559 13.940

Summary:
ΔE to the lowest compared entry with this formula, charge and spin   15.2 kcal per mole
Multiplicity   4
F_max   7.50 eV/Å
E_HOMO (alpha / beta)   -10.961 / -13.088 eV
LUMO level (alpha / beta)   -4.351 / -4.764 eV
Total charge   +1



- Among the records above, which one has the highest ΔE to the lowest compared entry with this formula, charge and spin?
  C9H12



- Among the records above, which one has the highest ΔE to the lowest compared entry with this formula, charge and spin?
  C9H12



- Among the records above, which one has the lowest F_max?
  C9H12